C81H184N10O16 | wB97M-V/def2-TZVPD

The geometry in XYZ format:
```
291
Properties=species:S:1:pos:R:3:forces:R:3
C -23.289114 -10.321382 -4.425798 1.73 -0.38 0.13
C -23.425816 -9.474996 -5.690871 -0.73 0.10 -0.47
C -23.211494 -10.502857 -6.898379 -0.87 -0.28 0.94
C -23.762682 -10.142468 -8.295399 -0.92 -0.65 1.47
C -25.221144 -9.675720 -8.122896 1.21 -0.04 -0.01
C -25.351236 -8.542510 -7.113624 -0.14 -0.84 0.37
N -24.855916 -8.966953 -5.774558 0.86 -1.67 -0.83
O -25.163404 -7.997967 -4.818259 1.74 1.13 0.05
C -24.693883 -7.258377 -7.558137 -0.25 1.09 -1.56
C -26.836338 -8.353921 -6.899513 -0.85 1.01 -1.15
C -22.295152 -8.402572 -5.639951 -1.73 0.27 0.65
H -22.274739 -10.878895 -4.531319 -1.66 0.63 0.34
H -24.109208 -11.015702 -4.419853 -0.25 -0.54 0.25
H -23.260647 -9.792032 -3.448649 -0.11 0.01 -0.79
H -22.169566 -10.700131 -6.951662 1.34 0.29 -0.17
H -23.535750 -11.522315 -6.548226 -0.53 0.95 -0.39
H -23.696648 -11.036826 -8.933246 0.15 0.52 0.20
H -23.183354 -9.339444 -8.689864 0.59 0.58 -0.61
H -25.822749 -10.507201 -7.784055 -0.25 -0.33 0.09
H -25.649996 -9.290450 -9.043496 -0.01 -0.14 -0.32
H -25.449862 -6.459392 -7.586514 0.27 -0.11 -0.33
H -23.981590 -6.920733 -6.855102 0.76 0.39 0.89
H -24.118937 -7.256166 -8.524700 -0.81 -0.31 0.66
H -26.897789 -7.620522 -6.093274 -0.78 0.08 -0.36
H -27.397377 -8.069484 -7.861830 0.97 0.06 1.37
H -27.293033 -9.274156 -6.588173 -0.10 -0.51 0.39
H -22.254536 -7.775344 -6.519091 0.82 -0.40 -0.49
H -21.450020 -8.971930 -5.309670 1.03 0.10 -0.58
H -22.443058 -7.673330 -4.822514 -0.25 -0.35 -0.02
H -24.470184 -7.281988 -4.941980 -1.09 -0.76 0.38
C -20.216152 -10.281786 -11.770339 0.65 0.34 0.23
C -19.165426 -10.307318 -10.577550 -1.67 -0.68 -1.41
C -19.871739 -10.523481 -9.214131 0.78 1.26 -0.16
C -20.170851 -11.950542 -8.885464 -0.90 -0.18 -1.32
C -18.921737 -12.747945 -8.955853 1.16 -0.18 1.00
C -18.207694 -12.754229 -10.304868 0.05 1.56 1.11
N -18.080051 -11.301347 -10.613606 1.37 -0.62 -1.27
O -17.433582 -11.289692 -11.945220 -1.13 -0.09 0.90
C -16.792696 -13.381440 -10.145167 -2.30 -1.13 0.01
C -19.019787 -13.477230 -11.311677 -1.14 -0.62 -1.01
C -18.469122 -8.971760 -10.667537 0.89 -0.03 0.85
H -19.744022 -10.353870 -12.840959 -1.05 -0.12 2.19
H -20.718686 -9.290318 -11.628504 0.42 -0.67 -0.52
H -21.011065 -10.989465 -11.516175 0.18 -0.32 -0.79
H -19.198227 -9.970935 -8.548520 -0.04 -0.69 0.69
H -20.787469 -9.990012 -9.141616 -0.92 0.90 -0.42
H -20.924755 -12.304554 -9.666475 0.79 0.22 0.89
H -20.655016 -12.154151 -7.929800 -0.04 0.65 0.00
H -19.186568 -13.725164 -8.621189 0.28 -1.21 -0.12
H -18.204788 -12.365349 -8.179430 -0.46 -0.10 -0.62
H -16.365697 -13.621960 -11.100175 0.19 -0.08 -0.51
H -16.136914 -12.729460 -9.621956 0.48 0.38 0.74
H -17.034593 -14.343877 -9.610820 0.84 0.85 -0.25
H -18.921176 -14.562773 -11.188905 -0.06 0.17 0.03
H -20.108041 -13.214414 -11.207812 0.93 -0.26 -0.31
H -18.664562 -13.219145 -12.317797 -0.26 -0.13 0.15
H -17.732940 -9.039069 -9.847488 0.19 0.65 -0.55
H -19.075269 -8.074125 -10.547907 -0.32 -0.27 0.16
H -18.011140 -8.906105 -11.657382 0.23 0.16 0.23
H -16.795908 -10.604121 -11.807184 0.82 0.50 -0.10
C -16.327997 -14.743447 -4.073679 0.43 -0.43 0.29
C -17.487784 -15.652673 -4.533113 1.02 -0.63 -0.28
C -18.079522 -16.136148 -3.243723 -0.30 -0.03 -0.26
C -19.425334 -16.737180 -3.490762 -1.96 0.31 0.41
C -20.401457 -15.703818 -4.090092 1.48 1.02 -0.62
C -19.885030 -15.303109 -5.482776 1.09 2.11 1.47
N -18.478436 -14.830014 -5.220928 -0.03 -0.08 -1.41
O -17.941397 -14.536095 -6.561494 -0.11 0.51 1.16
C -19.997631 -16.401810 -6.478612 -0.16 -1.56 -0.95
C -20.619045 -13.994872 -5.924270 -0.06 -1.11 -0.60
C -16.946031 -16.899391 -5.393697 -0.44 2.67 0.79
H -15.723923 -14.420811 -4.892650 0.38 0.33 -0.79
H -15.615122 -15.313031 -3.408056 -0.91 0.57 -0.42
H -16.717866 -13.836747 -3.568118 0.18 -0.65 -0.11
H -17.335346 -16.811922 -2.826350 -0.26 -0.27 0.27
H -18.187763 -15.293767 -2.561057 -0.02 0.07 0.15
H -19.823833 -17.100300 -2.546949 -0.18 -0.47 -0.07
H -19.451918 -17.482528 -4.267366 0.50 -1.00 0.39
H -20.429382 -14.775754 -3.523473 0.05 0.07 0.39
H -21.411242 -15.953622 -4.297915 -1.04 -1.05 0.48
H -19.439548 -17.308669 -6.113059 -0.49 0.98 -0.81
H -21.052978 -16.763856 -6.479344 0.49 0.42 -0.45
H -19.636258 -16.099004 -7.514249 -0.53 -0.50 1.31
H -21.700955 -14.103996 -5.735774 0.19 -0.08 -0.75
H -20.342753 -13.148475 -5.326698 0.51 0.32 0.61
H -20.315728 -13.745542 -6.965957 -0.82 -0.40 0.71
H -17.749120 -17.550665 -5.655052 -0.11 -0.92 0.42
H -16.094603 -17.308937 -4.866358 0.00 -0.48 -0.11
H -16.670268 -16.449959 -6.328424 0.67 0.03 -0.53
H -18.019058 -13.574936 -6.511004 0.31 -0.10 -0.45
C -21.257485 -18.775914 -16.627097 -0.49 -0.60 -1.44
C -22.027795 -18.294021 -15.387897 0.04 -0.96 1.27
C -22.335626 -19.530919 -14.441724 1.42 1.75 0.00
C -21.051105 -19.982299 -13.745705 -1.60 0.26 1.24
C -20.551523 -18.849444 -12.848178 0.45 -0.62 -0.23
C -20.073059 -17.671714 -13.753460 -0.84 -1.15 -1.62
N -21.242179 -17.291661 -14.637991 -0.74 0.23 2.04
O -20.921336 -16.177385 -15.437349 0.22 -0.02 -0.43
C -19.687848 -16.554537 -12.852663 -0.56 1.16 -0.45
C -18.834652 -18.093022 -14.603505 -0.72 1.63 2.02
C -23.418245 -17.736749 -15.774402 1.56 2.50 0.80
H -21.995806 -18.823716 -17.441151 0.20 -0.09 -0.04
H -20.784012 -19.801363 -16.652376 -0.36 1.12 0.65
H -20.539246 -18.021647 -16.960869 0.03 -0.18 0.22
H -23.079886 -19.280946 -13.668680 0.09 0.05 -0.38
H -22.709626 -20.294169 -15.082869 -0.48 -0.71 -0.44
H -20.319193 -20.220191 -14.456875 0.99 -0.63 -0.99
H -21.323119 -20.881907 -13.195741 0.38 -0.14 0.29
H -19.758016 -19.173236 -12.127914 -0.16 0.22 -0.92
H -21.367423 -18.595337 -12.166950 -0.17 0.62 -0.22
H -20.589441 -16.228878 -12.318954 0.25 0.07 0.16
H -18.957098 -16.969271 -12.181248 0.40 0.22 0.55
H -19.274107 -15.696163 -13.410515 -0.06 -0.35 0.30
H -18.102862 -18.323049 -13.884534 1.37 -0.25 1.13
H -18.992126 -19.001231 -15.056689 -0.39 -1.65 -1.84
H -18.409788 -17.293463 -15.188909 -0.36 0.12 -0.59
H -24.069311 -18.500615 -16.047741 -1.01 -1.43 -0.82
H -23.294224 -16.990864 -16.568271 -0.22 -0.31 -0.12
H -23.918609 -17.179238 -14.949214 0.68 -0.43 -0.24
H -21.357286 -15.402624 -15.027070 0.12 -0.38 0.06
C -27.577991 -10.846526 -3.899659 1.50 -0.40 1.99
C -27.399662 -12.330769 -4.139901 0.18 -1.09 -1.60
C -27.170803 -12.611390 -5.720920 -1.75 0.45 1.37
C -26.945536 -14.084034 -5.933207 -0.32 -0.72 -1.94
C -25.643996 -14.394962 -5.322183 0.81 -1.45 2.07
C -25.532685 -14.043278 -3.801867 -0.17 -0.15 -0.86
N -26.104412 -12.704494 -3.576876 0.44 -0.42 0.90
O -26.126997 -12.503943 -2.163114 0.26 0.59 -0.33
C -26.220589 -15.211919 -3.061998 -0.21 0.00 -0.74
C -24.056816 -14.016935 -3.385755 1.24 -0.69 -0.60
C -28.643638 -13.094340 -3.613805 1.00 0.45 1.02
H -28.244436 -10.475710 -4.599403 -1.49 0.95 -1.31
H -26.594313 -10.377638 -4.042433 -0.36 0.13 0.03
H -27.936476 -10.624782 -2.858153 0.32 -0.23 -0.97
H -28.071883 -12.282153 -6.268165 0.36 0.16 0.20
H -26.305056 -12.019213 -6.004670 0.04 0.11 -0.24
H -26.923662 -14.418735 -7.044779 -0.12 0.80 1.52
H -27.716556 -14.688052 -5.480807 -0.52 -0.09 0.00
H -24.965449 -13.761396 -5.804410 1.70 0.57 -0.94
H -25.355903 -15.474429 -5.353220 0.00 0.81 -0.51
H -25.574427 -16.086982 -3.208637 -0.03 0.20 0.65
H -26.417168 -14.977355 -2.012053 0.09 -0.59 -0.08
H -27.140136 -15.505919 -3.591239 0.01 0.31 0.49
H -23.647288 -15.053826 -3.474248 -0.22 0.70 -0.17
H -23.352413 -13.336078 -3.933481 -1.04 -0.46 -0.05
H -23.884496 -13.755716 -2.358493 -0.42 0.17 0.67
H -28.644467 -13.153453 -2.504228 0.12 0.11 -0.53
H -28.780588 -14.094803 -3.977402 -0.08 -0.32 -0.30
H -29.474842 -12.475032 -3.856911 -0.94 0.24 -0.31
H -26.643906 -13.235910 -1.822121 -0.32 -0.14 0.37
C -17.440883 -23.588406 -8.226791 0.23 0.09 -1.25
C -18.116147 -22.227164 -7.976177 0.96 -0.17 0.68
C -17.138987 -21.122956 -8.459696 -1.58 1.58 -0.82
C -17.775770 -19.695562 -8.387769 -0.81 -1.31 -0.96
C -19.082020 -19.765279 -9.176202 -0.91 0.06 -0.18
C -20.064914 -20.846954 -8.757323 0.06 -0.93 1.64
N -19.336497 -22.156808 -8.767873 -0.50 1.02 0.28
O -20.286928 -23.111202 -8.278744 0.22 -0.66 -0.73
C -20.771263 -20.418121 -7.375412 -0.39 -0.25 -0.37
C -21.138621 -21.024238 -9.805820 -1.36 -0.28 -0.43
C -18.343944 -22.091095 -6.447777 -1.13 0.63 0.34
H -16.469057 -23.599123 -7.723914 0.04 0.05 -0.34
H -17.340644 -23.808753 -9.341149 0.09 0.48 1.37
H -17.989399 -24.412112 -7.808585 -0.53 -0.27 0.27
H -16.286741 -21.089495 -7.835442 1.14 -0.46 0.52
H -16.866247 -21.216144 -9.523996 0.09 -0.60 0.43
H -17.221430 -18.936141 -8.892759 1.05 0.29 -0.35
H -17.850339 -19.343647 -7.380802 -0.51 0.07 0.77
H -18.917626 -19.932700 -10.243496 0.65 -0.18 -0.02
H -19.669082 -18.849323 -9.197624 0.13 0.50 0.38
H -21.380694 -21.215939 -6.862166 1.03 0.42 -0.61
H -20.096822 -19.925724 -6.634178 -0.56 -0.41 -0.74
H -21.542641 -19.679243 -7.654578 0.37 0.11 0.09
H -20.777008 -21.564389 -10.706702 0.06 0.47 0.51
H -22.042011 -21.620663 -9.450616 1.09 0.89 -0.21
H -21.440373 -20.009897 -10.100599 -0.36 -0.24 -0.17
H -19.170933 -22.731844 -6.127623 0.20 -0.31 -0.20
H -18.720210 -21.094453 -6.114989 0.84 -0.61 -0.44
H -17.477842 -22.360937 -5.849788 0.23 0.03 -0.15
H -20.471661 -23.619647 -9.092481 0.06 0.17 0.73
C -29.833335 -15.110181 -12.220205 0.82 -0.04 -0.11
C -30.032252 -14.138744 -11.036121 0.26 1.39 -1.52
C -28.911582 -14.174369 -10.033640 -0.81 0.74 0.42
C -27.650852 -13.451602 -10.385161 2.45 -1.92 -0.67
C -27.920929 -12.035244 -10.737217 -0.85 1.18 0.95
C -28.915679 -11.905058 -11.941451 0.45 0.14 1.32
N -30.099459 -12.704634 -11.501391 -0.85 -0.63 -0.71
O -30.988278 -12.817374 -12.620968 1.05 0.46 -0.98
C -29.364365 -10.457227 -12.040178 -0.28 1.73 -0.63
C -28.195842 -12.321640 -13.230621 -0.27 1.13 0.87
C -31.364664 -14.443871 -10.415773 -1.45 2.04 -1.10
H -30.217673 -16.095983 -11.957775 0.22 -0.12 0.01
H -28.774673 -15.138823 -12.420637 0.69 -0.60 0.08
H -30.223778 -14.853933 -13.210769 -0.53 0.32 0.66
H -29.223517 -13.617820 -9.151285 -0.59 -0.11 0.32
H -28.848158 -15.184802 -9.742079 0.83 -1.37 0.49
H -27.043429 -13.928227 -11.192239 -0.70 0.02 0.18
H -26.950261 -13.592268 -9.532029 -0.42 0.59 -0.22
H -27.016436 -11.424071 -10.851701 -0.22 -0.24 -0.48
H -28.386034 -11.632109 -9.804298 -0.12 0.23 -0.75
H -28.510628 -9.722459 -11.936495 -0.67 -0.94 -0.33
H -29.940663 -10.199279 -12.961768 0.84 -0.50 0.16
H -30.099539 -10.150941 -11.302892 0.11 -0.39 0.73
H -28.884742 -12.428039 -14.040510 -0.38 -0.10 -0.57
H -27.426093 -11.568765 -13.477059 -0.32 -0.29 0.08
H -27.735783 -13.234065 -12.988274 0.86 -1.39 -0.34
H -32.200655 -14.355876 -11.167955 0.89 0.02 0.73
H -31.597312 -13.834091 -9.560140 -0.01 0.83 0.20
H -31.454795 -15.386341 -10.029534 0.22 -2.89 0.71
H -31.810734 -12.474198 -12.335368 -1.16 0.76 0.59
C -25.932346 -17.247973 -12.747702 -0.07 0.70 0.09
C -25.165259 -18.208566 -11.825337 0.29 2.19 -1.34
O -25.442187 -17.913355 -10.509903 -0.54 0.01 1.86
O -25.796322 -15.837520 -12.404497 0.19 -1.14 0.93
H -26.994963 -17.451896 -12.896650 -0.06 -0.29 0.43
H -25.466675 -17.342863 -13.704893 0.16 -0.10 -0.77
H -24.103972 -18.007276 -12.059898 -0.05 -0.46 0.17
H -25.461340 -19.188669 -12.060184 -0.12 -1.51 -0.55
H -25.296359 -18.697506 -9.942850 0.18 0.23 -0.01
H -25.774490 -15.825110 -11.424228 -0.20 0.19 -0.66
C -23.414193 -14.001735 -13.943546 -0.30 -0.34 -0.20
C -23.890503 -14.047045 -15.410160 -0.03 1.14 1.12
O -25.299293 -14.231676 -15.501545 -0.43 -0.12 0.82
O -22.019997 -13.891418 -14.054992 1.71 -0.22 0.63
H -23.736355 -14.847847 -13.304092 0.15 0.01 -0.67
H -23.793264 -13.120839 -13.459072 -0.44 0.58 0.18
H -23.346912 -14.838283 -15.906125 0.02 -0.27 -0.34
H -23.594191 -13.044025 -15.848363 -0.40 -1.24 0.25
H -25.679694 -14.501179 -14.627369 0.69 0.26 -1.02
H -21.532034 -13.911964 -13.200744 -0.80 0.01 -0.72
C -24.948273 -20.068233 -7.211640 -2.74 1.14 -2.29
C -25.138496 -18.651642 -6.763337 0.85 -0.49 1.17
O -23.858099 -18.035877 -6.665099 -0.68 -0.44 0.86
O -24.511198 -19.994963 -8.572107 1.68 -0.38 -1.18
H -25.965489 -20.540510 -7.248921 0.93 0.08 0.17
H -24.280153 -20.675114 -6.728754 1.53 -1.20 1.94
H -25.833402 -18.609950 -5.899644 0.86 0.14 0.34
H -25.685494 -18.155992 -7.519717 -0.79 0.49 -1.18
H -23.967801 -17.184874 -7.126645 0.25 0.46 -0.20
H -23.511571 -20.052145 -8.637343 -1.83 0.17 0.36
C -23.109141 -10.356853 -13.144135 1.04 -0.10 0.42
C -24.408243 -10.393629 -13.883860 1.81 1.83 -1.73
C -25.063773 -9.066766 -13.574933 -2.29 0.16 -0.03
O -25.530711 -9.053082 -12.200260 0.51 -0.96 -1.21
C -25.672273 -7.795128 -11.620031 0.89 -0.03 0.05
N -24.177947 -10.602248 -15.368437 0.06 0.60 1.71
H -22.490886 -9.469868 -13.427987 -0.29 -0.85 0.00
H -22.579246 -11.309166 -13.335349 0.14 0.66 0.24
H -23.349868 -10.244625 -12.069486 0.34 -0.13 -0.39
H -24.898588 -11.220547 -13.502654 -1.75 -1.48 0.61
H -25.951146 -8.902817 -14.250596 0.57 -0.06 0.56
H -24.359890 -8.252780 -13.774923 0.11 0.02 0.19
H -26.248677 -7.939747 -10.714809 -0.38 0.39 -0.04
H -26.019713 -7.061215 -12.316198 -1.20 0.43 -0.39
H -24.710807 -7.369730 -11.360339 0.69 -0.08 0.49
H -24.835631 -11.284127 -15.696141 -0.45 -0.06 -0.38
H -24.313930 -9.717974 -15.847641 -0.07 -0.24 -0.18
C -22.314086 -16.537080 -9.596323 -0.47 0.46 0.84
C -23.140098 -15.412781 -9.005953 0.62 1.55 0.25
C -23.470970 -14.463766 -10.164078 0.97 -0.81 -0.68
O -24.319389 -13.451270 -9.760815 -0.69 -0.24 1.27
C -24.466478 -12.497206 -10.734330 -0.55 1.39 -1.13
N -24.331211 -15.915437 -8.328797 0.45 -1.35 -1.15
H -21.501294 -16.145486 -10.182037 0.31 0.06 -0.41
H -22.996429 -17.132827 -10.176888 -0.02 -0.49 -0.53
H -21.912058 -17.121271 -8.795363 0.31 -0.61 0.43
H -22.560711 -14.814169 -8.254686 -0.26 -0.55 -0.46
H -23.898883 -15.116132 -10.976254 0.12 0.74 0.32
H -22.537243 -13.973502 -10.582877 -0.52 -0.69 0.36
H -24.956183 -11.574134 -10.380826 0.01 -0.63 0.23
H -25.053736 -12.849002 -11.596626 0.12 -0.11 0.07
H -23.488575 -12.176799 -11.080722 0.37 0.06 -0.34
H -24.874594 -15.154574 -7.979459 -0.66 0.41 -0.03
H -24.834614 -16.523636 -9.016069 0.06 0.93 0.82
C -28.529239 -20.509834 -8.842678 -0.26 2.91 -0.21
C -29.323236 -19.282697 -9.417276 -0.77 -1.19 -0.76
C -29.126205 -18.064549 -8.594945 -1.62 -0.27 0.76
O -29.616092 -18.308979 -7.273878 -0.14 -0.50 -0.04
C -30.285163 -17.159734 -6.851141 -0.67 -0.11 -0.37
N -29.013187 -19.040872 -10.857230 2.39 1.05 0.67
H -28.480003 -21.170274 -9.688250 0.11 -0.99 0.28
H -29.045825 -20.770033 -7.919110 0.16 -0.74 -0.28
H -27.530204 -20.103742 -8.556959 -0.42 -0.61 -0.37
H -30.423376 -19.498634 -9.375157 0.82 -0.12 -0.12
H -29.716853 -17.220272 -8.989037 0.63 -0.14 -0.30
H -28.092353 -17.896497 -8.503142 1.62 0.93 -0.17
H -30.599849 -17.211940 -5.839870 0.32 -0.31 1.26
H -31.254221 -17.040289 -7.362674 0.36 0.27 -0.49
H -29.601984 -16.348415 -7.018160 -0.12 1.07 0.14
H -29.621637 -18.283315 -11.138275 -0.22 0.09 -0.33
H -28.026012 -18.568250 -10.926872 -2.11 -1.23 0.27
```
Positions in Å, forces in eV/Å.

Computed properties:
LUMO = 0.4 eV
Energy = -4947.4845 a.u.
HOMO-LUMO gap = 8.445 eV

Atomic partial charges in e from the Löwdin method, atoms 1 to 8: C -0.051; C -0.450; C -0.100; C -0.141; C -0.128; C -0.534; N -0.108; O -0.039